The following is a quantum chemistry calculation of C34H82CaCuN5O10 as an isolated structure at a distorted geometry, from the Open Molecules 2025 dataset.

```
133
Properties=species:S:1:pos:R:3:forces:R:3
C -0.377865 -6.039573 1.842987 -0.503 -0.827 0.529
C 3.911797 1.022784 2.602521 0.565 0.862 0.406
H 2.494641 -2.725168 3.085854 -0.048 -0.481 0.451
H -0.142007 5.249174 -3.382088 -0.005 0.258 -0.246
H -4.073419 0.729560 -0.250262 0.234 -0.395 -0.178
H 2.934525 -1.956964 -3.548503 0.056 0.138 0.373
H -2.530681 -2.975285 -4.925558 -0.132 0.550 -0.068
H 2.692265 0.647577 4.345571 0.455 -0.224 0.603
C 0.820457 2.324620 2.301024 -0.324 -0.515 -0.716
C -2.668363 0.835579 -3.350164 0.448 -1.199 -0.661
N 1.395553 -2.316494 1.352877 -1.349 -1.081 -0.289
H -0.941064 1.026363 -0.425316 -0.276 -0.060 -0.516
H 0.951633 0.815353 -3.522484 0.041 -0.927 -0.604
H 6.142040 0.631400 2.421119 -0.314 0.360 0.449
H -3.842349 -2.739569 4.232438 0.031 -0.103 0.206
H 2.742088 0.503454 -5.476420 -0.128 -0.181 0.267
C 1.490758 -2.930959 2.710166 0.002 1.121 -1.134
O -1.509722 -0.902093 -0.047674 -1.498 -2.408 -0.434
C -3.868589 1.252525 -1.189489 -0.325 0.652 -0.203
H -0.017617 4.212211 -4.817419 0.108 0.271 -0.221
C 5.174149 0.434405 1.962645 0.083 -1.695 -0.921
O 0.037350 -4.689614 1.893414 -0.304 0.656 -1.062
C -2.132832 -1.005252 3.164954 -0.294 0.946 0.124
C -2.744670 -4.512279 4.441036 -0.453 -0.685 1.008
O -1.966376 -1.532356 -3.460450 -0.663 0.428 -0.602
H 1.968141 6.246167 -2.632087 -0.109 0.445 0.160
H 0.743211 -2.380119 3.281057 0.200 -0.134 0.409
H -1.240969 -6.165812 1.190154 -0.033 0.503 -0.035
H -1.880107 -5.136768 7.510960 0.458 0.093 -0.117
C 2.889863 3.775093 2.134133 0.421 0.243 0.065
H 3.101499 -3.253758 0.414930 0.060 0.281 0.292
H -0.573330 0.905977 4.767294 0.116 0.308 -0.019
C -5.115005 2.068238 -1.495314 -0.159 -0.213 0.641
C -2.980885 -3.207344 3.737402 -0.684 0.163 -0.068
C -1.680247 -2.612537 -4.341778 0.776 -1.222 0.059
O -6.146750 1.120811 -1.708079 0.199 -0.599 -0.872
C 2.136302 2.599957 1.517663 -1.176 -0.435 0.781
H 2.069943 0.520648 -8.188492 -0.123 -0.005 -0.293
H 2.598734 -1.549577 -1.247437 -0.681 0.600 0.605
O 2.279325 -3.307748 -2.060431 -0.139 -0.453 -0.063
C -0.565084 -0.002245 -0.556179 0.117 0.624 0.539
H 2.785417 3.397405 4.257683 -0.145 -0.009 -0.150
H -5.383861 2.663034 -0.617726 0.183 0.386 -0.173
H -4.956682 2.688792 -2.382212 -0.150 0.185 0.036
C 1.162269 -4.408277 2.731123 -0.111 -0.117 0.665
H 0.822841 -2.118443 -1.214582 0.228 0.457 -0.094
Ca -3.122810 -1.911740 -1.495788 1.510 1.649 0.997
H 2.024890 -5.026708 2.477459 -0.129 -0.097 -0.334
C 3.541918 3.538214 3.473568 -0.990 -1.312 0.719
C 1.986072 6.525869 -3.687585 -0.104 -0.732 -0.254
H 5.108496 -0.661228 1.932774 -0.082 -0.020 0.136
H 2.771893 2.989969 -0.479460 -0.076 -0.029 -0.177
H 2.192943 4.605010 2.273879 0.033 0.090 -0.577
C 2.033377 -3.040396 0.269728 1.077 -0.655 -0.532
C -3.063328 -0.126762 4.041409 0.706 -0.563 -0.225
C 1.059589 1.427262 -4.428650 0.221 1.143 0.768
C 1.820225 2.974010 0.063012 0.683 -0.909 0.174
H 1.694019 -1.347199 1.339236 0.060 0.022 0.189
H 2.161518 3.043563 -4.752086 0.061 0.531 0.331
H 4.792889 1.971374 4.337972 -0.348 -0.138 0.080
C 4.411519 2.293289 3.364863 1.161 0.759 0.000
C 0.547373 4.634074 -3.979032 -0.471 0.552 0.451
H -0.042808 2.883370 1.928023 0.140 0.482 0.357
O 1.638756 5.374404 -4.456543 0.176 -0.019 -0.485
H 0.348243 -6.769531 1.478561 0.536 0.475 0.028
H -3.991894 -0.668735 4.220894 -0.052 0.085 0.314
H 3.037196 0.820574 -0.179437 0.053 -0.571 -0.211
H 1.379534 3.956648 -0.082626 -0.232 -0.037 0.398
H 2.586692 -0.602174 3.164539 0.032 0.329 -0.208
C -1.462568 1.147689 5.350392 -0.553 -1.005 0.730
C 2.225703 -2.771284 -3.363576 0.122 -0.009 0.107
O -2.298990 -4.235927 5.761403 -0.206 -0.251 -0.572
H 1.219141 -2.380687 -3.549228 -0.100 -0.045 -0.280
H 1.188799 2.188002 -0.355812 -0.095 0.287 -0.276
H -1.188756 -0.458373 3.095755 0.029 -0.027 -0.302
H -2.838374 -6.174589 6.560317 -0.675 0.623 -0.541
C -7.413485 1.699610 -2.026460 0.217 1.055 0.756
Cu -0.902695 -2.900304 1.112397 0.988 1.189 0.042
C 1.887397 -2.367028 -1.072264 0.524 -0.176 -0.757
N -3.612519 0.350143 -2.341668 -0.176 -0.567 1.082
H -7.885070 1.934836 -1.068896 -0.419 -0.150 -0.188
H -2.072607 -5.262279 4.006164 0.255 0.525 -0.474
H -7.276784 2.661702 -2.528799 0.045 -0.119 -0.206
N 1.825420 2.570603 -3.916930 -0.784 -0.855 -0.369
O -2.404824 0.068356 5.275396 -0.610 0.288 -0.095
H 1.684327 3.835034 -2.366312 -0.768 0.165 0.661
C -2.045218 -5.415996 6.471726 0.017 -0.909 1.180
C 0.973696 3.482958 -3.110868 1.622 0.419 -1.294
O 2.698856 0.360354 0.602885 -0.108 0.897 0.337
H -2.545654 -1.081563 2.152735 0.130 -0.240 -0.006
H 0.432879 1.321115 -8.040704 0.054 -0.337 -0.276
H 0.033135 1.755719 -4.686346 -0.012 -0.106 -0.330
O 1.822207 1.868566 -6.635429 -0.495 -0.151 -0.439
H -1.355233 -3.471139 -3.742568 0.071 0.196 0.125
N -1.828148 -2.308546 3.771443 -0.688 0.140 -0.229
N 2.912864 1.354022 1.596394 1.005 1.110 0.030
H -3.340841 0.819538 3.569532 0.218 0.083 -0.150
H -0.836322 -2.361522 -4.986131 -0.179 0.063 -0.109
H -4.544819 0.261942 -2.754550 0.130 -0.003 -0.290
H -1.891095 2.120569 5.107062 -0.086 -0.069 -0.317
C -2.292582 -0.361839 -4.243511 -0.660 1.294 -0.282
H -3.133056 1.589928 -3.987477 0.255 0.154 -0.032
H 0.543440 1.282140 2.107174 0.065 -0.047 -0.005
H -3.711764 -5.031513 4.519354 -0.039 0.033 -0.141
H 3.001404 6.809824 -3.951728 0.011 -0.068 -0.073
H 4.104267 4.404043 3.820573 0.223 -0.057 -0.259
H 0.020141 3.082851 -2.755244 0.480 -0.686 0.482
H 5.295329 0.660084 0.900075 -0.191 0.556 0.122
H -1.463477 -0.053402 -4.883370 0.260 -0.337 0.146
H 1.823937 2.267090 -8.601528 0.053 -0.243 -0.222
H -1.260212 1.128029 6.420396 0.556 0.366 -0.132
H 5.331584 2.686657 2.915480 -0.086 -0.399 -0.519
C 1.518146 1.435164 -7.971632 0.064 0.739 0.933
H 4.039369 -0.651131 4.000524 0.134 0.600 0.953
H 2.501916 -3.556970 -4.061833 -0.283 -0.141 0.006
H -8.035116 1.067749 -2.651551 0.217 -0.348 0.144
H -3.391302 -3.392961 2.733669 0.589 -0.035 -0.249
H 3.694416 4.013785 1.429933 -0.162 0.417 -0.052
H -0.333965 -0.224297 -1.604767 0.224 0.331 -0.001
H -1.793754 -2.064531 4.766093 0.813 -0.315 -0.022
H -1.707494 1.191357 -2.978723 -0.425 0.296 0.760
H -3.008440 1.896008 -1.014843 0.029 -0.029 -0.041
H 1.314939 7.343401 -3.950725 -0.098 0.102 0.372
H -3.139704 -0.530049 -4.916770 0.003 -0.674 0.100
C 1.722320 0.852417 -5.679745 0.042 -0.481 1.193
H -0.691027 -6.353987 2.840963 0.082 -0.099 0.036
H -1.226273 -6.036735 6.087748 0.435 0.578 -0.140
C 3.304407 0.074669 3.651558 -0.605 -0.823 -1.313
H 0.946747 2.397779 3.379973 -0.049 0.312 -0.007
H 1.613252 -4.034756 0.083828 -0.334 0.083 0.507
H 0.361427 0.085443 0.029002 0.011 -0.735 -0.179
H 1.113473 -0.020507 -5.955528 0.075 0.125 -0.592
H 0.854563 -4.653318 3.752040 0.215 -0.089 0.087
```
Positions in Å, forces in eV/Å.

Highest occupied orbital energy, eV: -11.64
Net charge: +2
Kohn-Sham gap, Ha: 0.178
Molar mass, g mol⁻¹: 824.679
E_LUMO, eV: -6.8

Mulliken atomic charge list, values in e, 6 entries: C -1.147; C 1.420; H 0.607; H 0.487; H 0.176; H 0.345